[1]
8
Properties=species:S:1:pos:R:3:forces:R:3 method="wB97M-V/def2-TZVPD" multiplicity=1 relative_energy_kj_mol=289.9 charge=0 homo_ev="-8.534 / -8.534" homo_lumo_gap_ev="8.22 / 8.22"
H 0.0607 -0.3572 -0.4112 0.39 -0.52 -1.38
C -0.2242 2.5005 -0.3164 0.78 -4.42 -0.94
F 0.5699 0.3095 1.3198 0.36 -0.27 1.94
H -1.3305 0.2200 0.5193 -1.98 0.06 1.26
C -0.3085 0.2262 0.3778 1.59 3.72 -2.17
Br -1.9254 2.7921 -0.9341 -1.59 0.24 -1.01
Br 0.1326 3.5166 1.1244 0.93 1.01 1.79
Br 1.1597 2.4853 -1.7135 -0.49 0.19 0.51

[2]
93
Properties=species:S:1:pos:R:3:forces:R:3 method="wB97M-V/def2-TZVPD" multiplicity=2 charge=0 homo_ev="-6.781 / -6.762" homo_lumo_gap_ev="7.28 / 7.27"
H 2.8054 -2.2355 -1.2969 0.00 -0.01 0.00
H 5.0064 5.2527 1.1390 0.00 0.00 0.00
C 1.3579 -3.7861 -1.4915 -0.01 -0.02 0.05
N -1.7272 -2.5669 -0.0699 0.18 -0.24 -0.01
H 2.8379 6.4087 1.2538 -0.01 0.00 0.00
C -3.6657 -0.7537 1.0644 0.09 -0.11 0.13
H -4.5038 -4.3709 -0.2572 0.00 -0.01 0.00
C -3.4268 -4.2720 -0.3753 0.02 -0.01 0.02
N -0.8869 -3.4991 -0.6986 -0.01 0.09 0.04
H 0.3455 -2.0095 4.5443 0.01 0.00 0.00
C 4.3987 3.6026 2.3684 -0.01 0.00 -0.01
H -0.5202 -0.9428 -4.6191 0.00 0.00 -0.01
C 2.1010 -5.8049 -2.5753 0.00 0.02 0.00
H 0.4190 4.9362 0.2361 -0.01 -0.02 -0.01
H 5.7716 2.0681 2.9950 -0.01 0.00 -0.01
C 0.5214 3.1114 -0.8962 -0.02 0.00 0.02
C 0.3605 -2.3115 3.4933 0.03 0.02 0.02
C -4.0710 0.9487 -3.4016 -0.03 0.00 -0.01
C 3.6003 -0.3079 1.6347 0.00 0.03 -0.02
Co -0.9633 -0.8496 0.1440 -0.16 0.20 -0.08
H 2.0541 0.9890 0.9291 -0.03 0.05 0.00
H -1.0313 -2.4211 2.1192 0.02 -0.01 0.00
H 5.8683 2.4631 1.2797 -0.01 0.01 0.00
H 1.0070 3.5591 -1.7521 0.00 0.00 0.00
C 2.2871 0.1122 1.5218 -0.03 -0.06 -0.04
O -0.9145 -2.0167 2.9905 -0.06 0.02 -0.03
H -3.2108 0.4243 -1.4632 0.00 0.00 -0.02
H -2.9255 -5.0518 0.1995 0.01 0.00 -0.01
C 1.5134 -1.5953 2.8123 -0.06 -0.03 -0.04
C 2.1219 3.7343 3.1904 0.01 0.01 0.01
C 3.3663 -5.2541 -2.7435 -0.01 -0.01 0.00
H -4.8066 -0.2511 -1.7348 -0.01 0.00 -0.01
C -2.8531 1.1335 -4.3288 0.02 0.02 0.01
C 2.9814 5.4715 1.7786 0.01 -0.02 -0.02
C 5.7176 2.8851 2.2761 0.02 -0.02 0.00
H 1.3243 3.3125 3.7870 0.00 0.00 -0.01
H 0.4152 1.1281 -1.7589 0.00 0.00 0.00
H 4.8730 -1.8194 2.4928 0.00 0.00 0.00
H 3.4707 2.1415 3.6293 0.00 -0.02 0.00
N -0.3999 1.1757 0.1225 0.24 -0.57 0.09
H 4.6100 -3.5392 -2.4125 0.00 0.00 0.00
C 4.1982 4.8146 1.7135 -0.01 0.01 0.00
N -3.2253 -1.2430 -2.6982 0.01 0.00 0.01
H 0.8107 6.6494 2.8371 0.01 -0.01 0.05
O -1.3489 5.8705 3.4922 0.00 -0.01 0.03
H -5.5552 0.2697 0.9355 0.01 0.00 0.00
H -3.1469 -4.4293 -1.4162 -0.01 0.01 -0.01
H 4.1468 -5.8261 -3.2295 0.00 0.00 0.00
O 0.6286 -1.8048 -0.3972 -0.01 0.42 -0.14
H -3.0886 1.9543 -5.0090 -0.01 0.00 0.00
H -1.7837 -2.1501 -4.8757 -0.01 0.00 0.00
C -2.4685 -0.0894 -5.1927 -0.01 0.00 -0.02
H 6.5504 3.5624 2.4697 0.00 0.00 0.00
C 2.6243 -3.2380 -1.6618 0.01 -0.01 0.01
H -5.2179 -0.4108 2.5239 0.00 -0.01 0.00
H -4.3588 1.0464 1.9858 0.01 0.00 0.01
H -3.7425 -1.6355 -3.4747 0.00 0.00 0.00
C 1.1014 -5.0756 -1.9526 0.00 0.00 0.00
C -0.5356 5.1987 2.8901 -0.03 0.02 -0.06
C 0.1978 1.7664 -0.9136 0.05 -0.09 -0.05
H -4.9393 -2.4195 0.7932 0.00 0.00 0.01
C -0.4143 3.2568 1.2915 -0.02 -0.02 -0.02
C -4.7650 0.0887 1.6672 -0.03 -0.02 0.02
C 2.8022 -2.0954 2.9827 0.00 -0.02 -0.02
C -3.9343 -2.0426 0.6655 0.07 0.03 -0.07
H 0.1128 -5.4908 -1.8113 0.00 0.00 0.00
H -4.9079 0.5861 -4.0106 0.01 -0.01 0.00
C -1.5806 -1.1493 -4.4898 0.01 0.00 0.02
C -2.9749 -2.9157 0.0807 -0.05 0.01 0.07
O -1.0921 -0.6167 -2.2183 -0.10 0.12 -0.01
H -1.7236 3.6076 2.8389 -0.01 0.00 -0.01
N -0.8492 3.9252 2.4498 0.04 -0.01 0.06
H -1.9868 1.4658 -3.7469 0.00 -0.01 0.01
H -4.3779 1.9242 -3.0153 0.00 0.00 0.00
H 0.5683 -3.3876 3.4773 -0.02 -0.01 -0.02
C 3.8633 -1.4434 2.3852 -0.01 -0.01 0.01
H 4.3882 0.2401 1.1357 0.01 0.00 0.01
C 1.9348 4.9364 2.5221 0.03 0.00 0.04
C -3.8638 -0.0050 -2.2224 0.01 -0.01 0.04
C 3.3410 3.0790 3.1027 0.00 -0.01 -0.01
C 0.3006 -2.9775 -0.8220 -0.03 -0.01 0.08
C 0.2021 3.8776 0.2126 0.00 0.00 -0.03
H -1.1441 1.3636 2.0248 0.02 -0.01 0.00
C -1.8976 -1.0459 -3.0239 0.01 -0.06 0.01
N 0.7250 5.6725 2.6031 -0.02 0.02 -0.05
H 2.9562 -2.9958 3.5647 0.01 0.00 0.00
N 1.2550 -0.5090 2.0912 0.07 0.01 0.22
O -2.5266 -0.1703 0.9630 -0.21 0.30 -0.23
C -0.6754 1.8934 1.2060 -0.03 0.07 0.00
H -3.3890 -0.5586 -5.5524 0.00 0.00 0.00
H -1.9427 0.2557 -6.0838 0.01 0.01 0.01
H 1.8952 -6.8072 -2.9296 0.00 0.00 0.00
C 3.6251 -3.9710 -2.2847 0.01 0.01 0.00

[3]
36
Properties=species:S:1:pos:R:3:forces:R:3 method="wB97M-V/def2-TZVPD" multiplicity=1 relative_energy_kj_mol=116.2 charge=0 smiles=CCO.CCO.CCO.CCO homo_ev=-9.608 homo_lumo_gap_ev=10.30
C 8.6869 0.6249 10.7047 0.34 0.02 -1.52
H 13.4314 6.3933 9.1972 -0.08 -0.37 0.19
H 11.6546 5.9611 7.2688 -0.31 0.21 0.28
H 10.5098 3.0775 10.9250 -0.47 -0.23 -0.28
H 8.1206 4.6013 10.8758 -0.12 0.12 -0.21
H 8.5339 2.8618 12.5374 -0.12 0.08 0.05
H 10.0255 -0.9313 10.0069 0.13 0.01 0.41
C 14.6647 6.1161 7.4459 0.57 0.77 0.19
H 9.7962 4.2432 8.9035 -0.19 0.52 -0.27
O 10.2908 4.5133 8.1160 1.31 -0.06 -0.26
H 9.8739 -0.3778 7.8793 0.02 0.00 -0.01
H 7.8110 -0.0112 10.5816 0.01 -0.10 0.60
H 10.0268 3.3021 13.3269 -0.06 0.23 0.23
C 9.8944 3.9203 11.2382 -1.00 0.77 1.83
C 9.2537 3.6721 12.6524 1.15 -0.65 -1.08
H 15.1589 7.0513 7.7198 -0.18 0.22 -0.22
H 8.4109 1.5862 10.2668 -0.09 0.28 0.55
H 9.1063 0.7057 11.7049 -0.43 -0.01 0.11
C 9.7594 0.1024 9.7647 0.23 -0.94 0.51
H 11.2601 2.6358 5.5242 0.11 0.06 -0.04
C 11.0644 3.5584 6.0707 0.66 0.31 -0.76
H 11.5384 2.7800 8.1019 0.80 0.55 -0.31
H 11.9179 4.2338 5.9647 0.36 -0.30 0.05
O 8.8074 4.1910 10.3458 0.41 -0.58 -0.14
H 14.5264 6.1176 6.3648 -0.23 -0.01 0.03
C 10.7834 3.2952 7.5003 -2.61 0.04 1.79
H 8.7595 4.5462 13.0738 0.15 0.12 -0.11
H 15.4350 5.3725 7.6610 -0.36 -0.37 0.25
H 9.9155 2.6609 7.7134 0.10 -0.73 -1.09
O 9.2515 0.0772 8.4515 -0.26 0.50 -0.45
H 10.5573 4.7879 11.2431 0.05 0.05 0.14
O 12.3039 6.6274 7.5190 -0.28 0.08 -0.31
H 10.6725 0.6968 9.8690 0.05 0.20 -0.23
H 10.2866 4.1184 5.5509 -0.47 -0.34 0.32
H 13.1869 4.8786 8.2003 -0.58 0.02 0.60
C 13.3304 5.9613 8.2010 1.38 -0.45 -0.84

Calculated total energy (computed, a.u.): -7899.18130, -3578.08857, -620.08987